{"formula": "C18H41N4O4", "method": "wB97M-V/def2-TZVPD", "largest_force_ev_per_a": 1.5, "orbital_gap_ev": 8.2, "total_energy_ev": -33474.442, "charge": 1, "elements": ["C", "C", "C", "C", "N", "N", "C", "N", "N", "C", "C", "C", "O", "C", "H", "H", "H", "H", "H", "H", "H", "H", "H", "H", "H", "H", "H", "H", "H", "H", "H", "H", "H", "H", "H", "H", "H", "C", "C", "O", "C", "H", "H", "H", "H", "H", "H", "C", "C", "O", "C", "H", "H", "H", "H", "H", "H", "C", "C", "O", "C", "H", "H", "H", "H", "H", "H"], "positions_angstrom": [[-2.27, -1.09, 3.53], [-3.75, -1.41, 3.32], [-4.08, -1.91, 1.91], [-3.22, -3.08, 1.44], [-3.19, -3.24, -0.02], [-4.52, -3.32, -0.56], [-4.90, -2.17, -1.25], [-6.24, -2.03, -1.52], [-4.04, -1.24, -1.53], [-4.31, 0.09, -2.10], [-4.13, 1.19, -1.04], [-2.93, 2.13, -1.27], [-1.84, 1.88, -0.43], [-1.31, 0.58, -0.57], [-2.11, -0.47, 4.41], [-1.69, -2.00, 3.64], [-1.87, -0.58, 2.65], [-4.07, -2.16, 4.04], [-4.33, -0.51, 3.48], [-4.01, -1.09, 1.19], [-5.12, -2.24, 1.90], [-2.18, -2.93, 1.74], [-3.55, -3.99, 1.95], [-2.70, -4.09, -0.26], [-4.62, -4.13, -1.16], [-6.42, -1.74, -2.47], [-6.73, -2.90, -1.36], [-3.08, -1.43, -1.26], [-5.28, 0.12, -2.58], [-3.56, 0.23, -2.88], [-5.02, 1.81, -1.02], [-4.04, 0.74, -0.05], [-2.62, 2.12, -2.33], [-3.25, 3.15, -1.06], [-1.30, 0.25, -1.62], [-1.87, -0.14, 0.04], [-0.29, 0.59, -0.19], [3.20, 1.74, 0.53], [3.43, 0.60, -0.43], [3.00, -0.51, -0.20], [4.22, 0.91, -1.67], [2.63, 1.40, 1.39], [4.16, 2.13, 0.88], [2.67, 2.55, 0.03], [5.22, 1.26, -1.40], [3.72, 1.68, -2.25], [4.32, 0.01, -2.27], [3.13, -2.10, 4.11], [2.04, -1.10, 3.82], [1.81, -0.16, 4.55], [1.24, -1.32, 2.56], [3.63, -1.83, 5.04], [2.70, -3.10, 4.21], [3.85, -2.10, 3.30], [0.73, -2.29, 2.60], [1.90, -1.29, 1.69], [0.49, -0.53, 2.47], [6.95, 5.07, -3.08], [7.07, 3.56, -3.07], [6.76, 2.91, -2.10], [7.60, 2.91, -4.32], [6.56, 5.41, -2.12], [7.93, 5.52, -3.25], [6.28, 5.38, -3.88], [8.61, 3.29, -4.53], [6.96, 3.15, -5.17], [7.64, 1.84, -4.18]], "mulliken_charge": [-0.7828, -0.9140, 0.2950, -0.6685, -0.2300, -0.3130, 0.5309, -0.4803, -0.1490, -0.8611, -0.3698, -0.6655, -0.3986, 0.0566, 0.4565, 0.2806, -0.0513, 0.3758, 0.3820, -0.3265, 0.3893, 0.3149, 0.3768, 0.2295, 0.2966, 0.2778, 0.3133, 0.2799, 0.3852, 0.4679, 0.4626, 0.1868, 0.3836, 0.3392, 0.3218, -0.3857, 0.1862, -1.0854, 0.8875, -0.5887, -1.0839, 0.1650, 0.4185, 0.3412, 0.2648, 0.3188, 0.3302, -1.2030, 0.8013, -0.5716, -0.6331, 0.3393, 0.3266, 0.3036, 0.4289, 0.2832, -0.0289, -1.1360, 0.8463, -0.5358, -1.1238, 0.2933, 0.3462, 0.3337, 0.3531, 0.3242, 0.2919]}